DFT (the ωB97M-V functional and the def2-TZVPD basis) results for a molecular structure, C23H21ClF6N4PSTi.

Calculated values
Spin multiplicity = 2
Charge = 0
HOMO energy (alpha / beta) = -7.1 / -7.2 eV
Molar mass = 613.80 u
⟨S²⟩ = 0.7582
E_tot = -102225.6880 eV
LUMO energy (alpha / beta) = -0.011 / -0.015 Eh
Kohn-Sham gap (alpha / beta) = 6.77 / 6.76 eV

Geometry as XYZ:
```
58
Properties=species:S:1:pos:R:3:forces:R:3
Ti 0.659 0.379 -0.656 -0.2 1.0 -0.5
N 3.067 -0.027 0.652 -0.2 -0.1 0.2
N 4.243 0.395 0.058 -0.1 0.1 -0.3
C 4.136 1.090 -1.094 0.1 0.0 0.2
N 5.302 1.514 -1.607 0.2 0.1 -0.2
S 2.681 1.487 -1.811 0.0 0.1 -0.3
H 2.692 0.660 1.299 0.0 0.0 0.1
H 3.213 -0.916 1.102 -0.1 -0.1 0.1
H 5.055 0.545 0.634 0.1 0.0 0.1
H 6.161 1.062 -1.342 0.0 0.0 0.0
H 5.265 1.918 -2.527 0.0 0.1 0.0
C 0.148 3.901 2.160 0.1 0.0 -0.1
C -0.720 3.329 3.085 -0.1 -0.1 0.0
C -1.040 1.987 2.975 0.0 0.2 0.0
C -0.474 1.240 1.938 0.0 -0.3 0.0
C 0.346 1.797 0.944 0.1 -0.1 0.4
C 0.651 3.154 1.105 0.0 0.0 -0.1
C -0.607 -0.227 1.888 0.0 -0.1 0.3
C -1.586 -0.937 2.635 -0.1 0.2 0.0
C -1.566 -2.289 2.656 -0.1 0.0 0.1
C -0.525 -2.987 2.002 0.0 0.0 0.0
C -0.396 -4.388 2.106 0.0 0.0 0.0
C 0.660 -5.030 1.525 0.0 -0.1 0.0
C 1.621 -4.282 0.823 0.0 0.0 0.0
C 1.502 -2.927 0.685 -0.1 0.0 0.1
C 0.410 -2.236 1.263 0.0 0.1 0.0
N 0.302 -0.857 1.153 -0.1 -0.6 0.4
H 0.416 4.947 2.258 0.0 0.0 0.0
H -1.130 3.925 3.890 0.0 0.0 0.0
H -1.698 1.535 3.708 0.0 0.0 0.0
H 1.271 3.653 0.365 0.0 0.0 0.0
H -2.354 -0.382 3.153 0.0 0.0 0.0
H -2.322 -2.849 3.196 0.0 0.0 0.0
H -1.145 -4.938 2.663 0.0 0.0 0.0
H 0.764 -6.104 1.606 0.0 0.0 0.0
H 2.463 -4.791 0.370 0.0 0.0 0.0
H 2.228 -2.388 0.103 0.0 0.0 0.0
Cl -1.693 1.485 -4.569 0.0 0.0 0.0
C -2.536 1.393 -3.039 0.0 0.0 -0.1
C -3.876 1.033 -3.095 0.0 0.0 0.0
C -4.641 1.024 -1.942 -0.1 0.0 0.0
C -4.053 1.406 -0.743 0.0 0.0 0.0
C -2.713 1.746 -0.705 0.0 0.0 0.0
C -1.889 1.720 -1.843 0.0 0.0 0.1
C -0.436 2.010 -1.707 0.1 0.0 0.0
H -4.308 0.773 -4.053 0.0 0.0 0.0
H -5.686 0.742 -1.987 0.0 0.0 0.0
H -4.642 1.444 0.167 0.0 0.0 0.0
H -2.271 2.052 0.234 0.0 0.0 0.0
H -0.308 2.951 -1.177 0.0 0.0 -0.1
H 0.028 2.112 -2.690 0.0 0.0 0.0
F -0.915 -0.955 -1.336 0.0 -0.3 0.0
P -0.129 -1.747 -2.624 0.0 0.1 0.2
F 0.242 -0.266 -3.146 0.1 -0.2 -0.2
F 1.252 -1.550 -1.634 0.1 0.0 -0.1
F -1.464 -1.789 -3.442 -0.1 0.0 0.0
F -0.409 -3.124 -1.895 0.0 0.0 0.0
F 0.755 -2.422 -3.738 0.1 -0.1 -0.1
```
Forces are in eV/Å.